# 1
Below is an isolated molecule of C6H5I, with properties calculated with the ωB97M-V functional and the def2-TZVPD basis.

```
12
Properties=species:S:1:pos:R:3:forces:R:3
C 0.3791 -0.6009 1.6675 -0.02 -0.18 0.67
C -0.6398 -0.9792 1.1366 0.04 0.36 1.44
C 1.3544 0.3161 1.1391 1.31 -1.16 1.80
C 1.1405 0.6798 -0.1095 -0.85 1.13 -2.08
C -1.4016 -0.9726 -0.0075 0.68 0.42 -3.66
C -0.1452 0.3891 -0.9235 -0.32 -2.34 1.03
I -1.1903 2.1283 -1.5138 0.18 -0.33 0.01
H 2.2837 0.5085 1.7125 -0.74 0.35 -0.69
H 1.8903 1.3741 -0.5509 -0.82 -0.56 -0.01
H -1.1521 -1.8649 -0.6799 -0.75 1.21 0.87
H -2.4211 -0.5704 -0.1765 0.69 -0.36 0.66
H -0.0980 -0.4080 -1.6942 0.60 1.46 -0.03
```
Positions in Å, forces in eV/Å.

Its SMILES is C=C=C=C/C=C/I. Its max |F| is 3.7 eV/A. The charge is 0. As for the HOMO energy: -8.5 eV. The value obtained for the total energy is -529.1129 Eh.


# 2
Below is an isolated molecule of C6H5N, with properties calculated with the ωB97M-V functional and the def2-TZVPD basis.

```
12
Properties=species:S:1:pos:R:3:forces:R:3
C 1.2406 -1.0134 1.3417 -0.47 -0.05 0.32
C 0.0393 -0.9153 1.3080 0.63 0.07 -0.17
C -1.2009 -0.4646 0.7129 0.05 -0.24 0.03
N -1.3595 0.9703 0.4927 0.00 0.23 0.14
C -0.9287 0.1476 -0.6337 -0.12 0.01 -0.30
C 0.4267 0.2751 -1.1154 0.31 0.51 -0.55
C 1.4705 0.5788 -1.6319 -0.50 -0.02 0.14
H 2.3036 -1.0474 1.3139 -0.02 -0.17 0.25
H -2.1351 -0.9901 0.8940 0.28 -0.01 -0.06
H -0.5646 1.4730 0.8813 -0.06 -0.07 -0.07
H -1.6395 0.0507 -1.4468 -0.19 -0.05 0.21
H 2.3475 0.9354 -2.1168 0.10 -0.20 0.07
```
Positions in Å, forces in eV/Å.

Its SMILES is C#C[C@@H]1N[C@@H]1C#C. Its max |F| is 0.8 eV/A. The charge is 0. As for the HOMO energy: -9.4 eV. The value obtained for the total energy is -286.1945 Eh.


# 3
Below is an isolated molecule of C6H5N, with properties calculated with the ωB97M-V functional and the def2-TZVPD basis.

```
12
Properties=species:S:1:pos:R:3:forces:R:3
C 2.1028 0.0604 -0.1052 -0.27 0.50 -0.68
C 0.7282 0.0705 0.4536 1.01 -0.10 1.58
C -0.2303 1.2234 0.1175 -0.10 0.40 -0.26
C -1.3682 0.6946 -0.3801 1.58 -1.08 0.19
C -1.2441 -0.7908 -0.3492 -1.00 0.72 -0.19
C -0.0429 -1.1585 0.0731 -0.33 0.06 0.45
H 0.9815 -0.0487 1.5702 -0.84 0.49 -1.16
H -0.0323 2.3072 0.2382 0.15 -1.03 -0.13
H -2.2003 1.1617 -0.8597 -0.35 0.56 0.23
H -2.1156 -1.4039 -0.5455 0.32 -0.25 -0.14
H 0.2647 -2.1456 0.3561 0.25 -0.26 -0.22
N 3.1565 0.0299 -0.5690 -0.41 -0.01 0.34
```
Positions in Å, forces in eV/Å.

Its SMILES is N#CC1C=CC=C1. Its max |F| is 1.9 eV/A. The charge is 0. As for the HOMO energy: -9.4 eV. The value obtained for the total energy is -286.3270 Eh.


# 4
Below is an isolated molecule of C6H5N, with properties calculated with the ωB97M-V functional and the def2-TZVPD basis.

```
12
Properties=species:S:1:pos:R:3:forces:R:3
C -2.8249 -0.0019 -1.0349 0.19 0.20 0.06
C -1.7206 0.4477 -0.8255 -0.05 -0.10 -0.06
C -0.3601 0.7774 -0.6748 -0.51 -0.36 -0.55
N 0.2066 1.1178 0.4953 -0.27 0.50 0.36
C 1.3801 0.5662 0.8621 0.48 -0.43 0.25
C 1.6108 -0.7889 0.5429 0.09 -0.13 0.03
C 1.6870 -1.9863 0.3697 0.02 0.32 0.05
H -3.7811 -0.4371 -1.2164 0.08 0.16 0.05
H 0.3395 0.5031 -1.4544 -0.12 -0.14 0.09
H -0.2868 1.7287 1.1464 0.15 -0.14 -0.26
H 2.0474 1.1241 1.5047 -0.13 -0.09 0.05
H 1.7024 -3.0509 0.2849 0.09 0.22 -0.07
```
Positions in Å, forces in eV/Å.

Its max |F| is 0.8 eV/A. The charge is 0. As for the HOMO energy (spin up / spin down): -7.2 / -7.2 eV. The value obtained for the total energy is -286.1681 Eh.